No. 1
Computed, not measured: C43H55N5P3S3Zn as an isolated structure, with ωB97M-V/def2-TZVPD.

Each line ends with the Mulliken charge.
CARTESIAN COORDINATES (ANGSTROEM)
Zn (-0.169, -0.343, 0.305)  -0.50
S (3.656, -1.790, -3.521)  -0.69
S (1.650, 0.587, -1.970)  -0.47
S (3.707, -0.450, 2.872)  -0.46
P (3.278, 0.087, -3.004)  1.57
P (-1.444, 1.416, -1.078)  0.78
P (-0.667, -2.245, 2.264)  0.84
N (1.545, -0.469, 1.140)  -0.29
N (0.733, -4.217, -3.451)  -0.41
N (-0.600, -1.999, -0.945)  2.17
N (-1.359, 0.451, 1.705)  1.56
N (-1.443, -3.930, -2.756)  -0.66
C (3.191, 1.135, -4.506)  -0.22
C (7.122, 1.234, -2.259)  -0.65
C (-0.158, -3.585, -2.660)  -0.32
C (4.783, 0.689, -2.161)  -0.03
C (0.268, -2.609, -1.720)  -0.30
C (7.137, 1.390, -0.878)  -0.38
C (-2.287, 1.367, -2.747)  0.47
C (0.094, -4.816, 1.640)  -1.62
C (-3.994, 2.231, -0.151)  -0.46
C (-0.736, 1.461, 3.841)  0.13
C (1.556, -3.798, 3.449)  -1.45
C (-3.432, 0.353, -2.777)  -1.29
C (0.214, 3.221, 0.162)  -1.19
C (-1.251, 1.003, -3.813)  -1.61
C (-0.680, 3.120, -1.076)  0.84
C (3.383, 2.511, -4.416)  -0.30
C (2.460, -0.452, 1.872)  0.69
C (-4.980, 2.408, 0.807)  0.61
C (0.307, -0.956, 4.686)  -0.47
C (2.584, 1.376, -6.822)  -0.62
C (4.799, 0.842, -0.783)  0.14
C (-2.088, -3.109, 3.152)  0.56
C (-3.245, -2.112, 3.232)  -1.64
C (-3.512, 1.358, 2.418)  -0.17
C (-1.674, 4.277, -1.111)  -1.62
C (-6.290, 3.068, 0.456)  -1.63
C (-2.288, -3.330, -1.920)  -0.69
C (3.194, 3.309, -5.533)  -0.70
C (1.156, 0.075, 6.822)  -1.77
C (-2.782, 1.607, 0.132)  -0.77
C (-1.891, -2.370, -1.023)  -1.33
C (-0.320, -0.891, 3.446)  -0.80
C (2.778, 0.573, -5.707)  -0.38
C (-1.786, -3.673, 4.538)  -1.40
C (2.800, 2.743, -6.739)  -0.37
C (-2.508, 1.139, 1.446)  -0.66
C (-0.122, 1.361, 5.074)  -1.02
C (5.978, 1.194, -0.141)  -0.52
C (0.419, 0.156, 5.511)  0.43
C (-0.839, 0.350, 2.994)  -0.16
C (5.949, 0.874, -2.900)  -0.39
C (-4.709, 1.960, 2.099)  -1.17
C (0.693, -3.531, 2.218)  1.03
H (-6.134, 3.924, -0.203)  0.36
H (-3.333, 1.027, 3.432)  0.39
H (0.364, -4.757, -4.213)  0.27
H (5.988, 1.306, 0.935)  0.40
H (-1.313, -2.915, 5.161)  0.20
H (3.887, 0.692, -0.219)  -0.36
H (-2.378, -3.926, 2.482)  0.75
H (2.199, 0.373, 6.685)  0.29
H (-2.682, 2.365, -2.956)  0.48
H (2.669, 3.368, -7.613)  0.37
H (0.702, 4.197, 0.214)  0.59
H (-2.995, -1.314, 3.933)  0.20
H (8.028, 1.385, -2.834)  0.36
H (-2.583, -1.883, -0.346)  0.73
H (-1.130, 5.225, -1.140)  0.48
H (-2.304, 4.269, -0.222)  0.32
H (-2.318, 4.242, -1.992)  0.32
H (-0.059, 3.146, -1.977)  0.54
H (-0.581, -4.594, 0.808)  0.27
H (1.358, -3.113, 1.454)  0.15
H (-0.468, -5.368, 2.396)  0.28
H (0.973, -4.152, 4.299)  0.16
H (-3.444, -1.655, 2.261)  0.21
H (2.629, -0.499, -5.752)  0.36
H (-4.178, 2.614, -1.150)  0.42
H (0.719, 0.743, 7.565)  0.40
H (-0.383, 3.086, 1.068)  0.12
H (2.099, -2.897, 3.732)  0.21
H (1.649, -3.795, -3.552)  0.17
H (-0.038, 2.240, 5.703)  0.35
H (1.311, -2.331, -1.649)  0.33
H (-5.461, 2.087, 2.872)  0.35
H (-6.957, 2.373, -0.062)  0.29
H (-3.325, -3.641, -1.985)  0.41
H (-0.375, 1.649, -3.771)  0.29
H (-3.784, 0.229, -3.804)  0.49
H (-1.692, 1.066, -4.812)  0.53
H (0.741, -1.884, 5.033)  0.32
H (-0.897, -0.017, -3.655)  0.16
H (-6.803, 3.415, 1.354)  0.37
H (-4.269, 0.664, -2.155)  0.23
H (0.887, -5.464, 1.261)  0.43
H (3.352, 4.379, -5.466)  0.38
H (-1.118, 2.416, 3.502)  0.43
H (5.924, 0.731, -3.974)  0.36
H (2.269, 0.932, -7.759)  0.38
H (-3.085, -0.615, -2.420)  0.15
H (-2.717, -3.979, 5.025)  0.45
H (8.058, 1.662, -0.377)  0.36
H (-1.135, -4.546, 4.488)  0.29
H (-4.159, -2.602, 3.578)  0.58
H (1.149, -0.940, 7.222)  0.38
H (3.681, 2.947, -3.470)  0.44
H (2.296, -4.567, 3.209)  0.48
H (0.986, 2.449, 0.145)  0.04

For the LUMO energy, the calculation gives 2.37 eV. As for the total charge: -1. For the energy, the calculation gives -5943.54421 hartree.

No. 2
Computed, not measured: a 7-piece molecular cluster, C43H56BN10O5P overall, with ωB97M-V/def2-TZVPD.

Each line ends with the Mulliken charge.
CARTESIAN COORDINATES (ANGSTROEM)
P (3.621, 1.882, 0.944)  0.37
O (-1.422, 2.103, -1.386)  -0.66
O (3.252, 0.569, 0.185)  -0.26
O (4.904, 1.421, 2.024)  -0.41
O (-1.393, -0.869, -1.704)  -0.51
O (4.141, 3.132, -0.104)  -0.27
N (-3.543, -0.868, 6.995)  -0.56
N (1.210, -4.645, -2.236)  -0.12
N (-4.304, 1.161, -2.461)  -0.20
N (-7.750, -1.671, 6.777)  -0.50
N (-3.746, 0.333, 1.454)  -0.79
N (0.627, -1.285, -0.253)  0.05
N (6.927, 5.213, -2.122)  -0.26
N (-0.255, 0.419, 1.797)  -0.20
N (-2.804, 3.900, 1.276)  -0.64
N (-0.428, -4.476, -6.925)  -0.47
C (-6.780, -0.396, 8.575)  -0.21
C (-8.819, -1.884, 7.562)  -0.28
C (1.334, -1.630, -1.529)  -0.72
C (6.359, 7.379, -1.233)  -0.73
C (-5.576, 1.068, -2.039)  -0.22
C (1.666, -4.146, -8.068)  -0.44
C (-3.696, -0.625, 4.604)  -0.10
C (7.020, 8.000, -2.284)  -0.11
C (0.786, -7.316, -2.932)  -0.21
C (1.112, 3.401, 1.280)  -0.83
C (0.516, -4.986, -3.336)  -0.17
C (-3.582, 1.321, 5.993)  -0.58
C (-3.631, -1.388, 5.759)  -0.53
C (7.633, 7.219, -3.253)  -0.54
C (0.386, -6.126, -8.479)  -0.41
C (-6.756, -0.932, 7.297)  -0.07
C (-3.519, 0.472, 7.086)  -0.28
C (6.169, 1.815, -1.020)  -0.92
C (4.907, -0.018, 2.233)  0.02
C (-8.941, -1.389, 8.850)  -0.33
C (-0.550, -5.644, -7.578)  -0.25
C (7.558, 5.841, -3.129)  -0.18
C (1.690, -5.654, -1.489)  -0.19
C (6.342, 5.994, -1.196)  -0.03
C (0.187, -2.551, 0.448)  -0.89
C (1.508, -6.993, -1.792)  -0.65
C (-6.661, 1.558, -2.748)  -0.66
C (-2.620, 0.396, 0.997)  -0.42
C (-1.062, 0.651, 0.566)  1.38
C (1.514, -5.358, -8.727)  -0.16
C (0.543, 2.746, -0.071)  -0.67
C (5.864, -0.499, 3.449)  -1.10
C (-4.102, 1.770, -3.642)  0.02
C (0.676, -3.754, -7.182)  -0.13
C (0.277, -6.295, -3.722)  -0.57
C (4.798, 2.602, -1.296)  -0.16
C (2.238, 2.534, 2.043)  -0.55
C (-0.953, 2.173, 0.005)  1.29
C (-7.898, -0.631, 9.364)  -0.46
C (-6.423, 2.183, -3.964)  -0.13
C (-3.672, 0.757, 4.728)  -0.10
C (-2.003, 3.177, 0.734)  -0.25
C (-5.118, 2.294, -4.423)  -0.76
B (-0.645, -0.496, -0.524)  0.29
H (-5.711, 0.575, -1.082)  0.40
H (2.245, -5.351, -0.606)  0.35
H (-0.265, 1.232, 2.427)  0.28
H (-3.764, -1.099, 3.632)  0.46
H (2.359, -2.071, -1.226)  0.01
H (0.524, 3.590, -0.870)  0.43
H (-5.948, 0.190, 8.944)  0.31
H (-3.722, 1.388, 3.847)  0.51
H (-0.491, -0.461, 2.274)  0.25
H (5.841, 5.463, -0.392)  0.42
H (4.011, 1.945, -1.842)  0.19
H (-3.562, 2.396, 6.126)  0.41
H (-9.828, -1.591, 9.438)  0.36
H (0.236, -7.077, -8.976)  0.36
H (4.963, 3.507, -2.004)  0.34
H (6.939, 2.020, -1.860)  0.29
H (-3.445, 0.865, 8.096)  0.42
H (2.741, 3.259, 2.803)  0.46
H (-5.907, -0.774, 6.643)  0.48
H (5.869, 7.958, -0.460)  0.36
H (0.325, 3.694, 2.057)  0.38
H (6.677, 2.062, -0.025)  0.20
H (2.534, -3.521, -8.238)  0.35
H (-0.966, -0.460, -2.503)  0.29
H (-0.292, -6.511, -4.617)  0.34
H (1.836, 1.663, 2.671)  0.25
H (1.414, -0.758, -2.270)  0.35
H (2.269, -5.700, -9.427)  0.36
H (3.838, -0.379, 2.509)  0.18
H (-1.450, -6.207, -7.354)  0.42
H (0.753, -2.514, -2.034)  0.24
H (-7.667, 1.453, -2.360)  0.38
H (1.201, 1.916, -0.523)  0.02
H (0.621, -8.354, -3.202)  0.37
H (-9.607, -2.485, 7.118)  0.36
H (-7.955, -0.227, 10.369)  0.36
H (1.632, 4.393, 0.970)  0.36
H (-2.385, 1.841, -1.368)  0.36
H (5.985, 0.674, -1.032)  0.32
H (8.019, 5.189, -3.864)  0.36
H (-7.246, 2.580, -4.548)  0.36
H (-0.238, -3.340, -0.281)  0.24
H (5.260, -0.610, 1.300)  0.17
H (1.088, -3.032, 0.982)  0.17
H (7.056, 9.082, -2.347)  0.37
H (5.789, 0.155, 4.384)  0.29
H (8.158, 7.671, -4.086)  0.35
H (5.542, -1.582, 3.713)  0.32
H (0.141, -4.153, -3.922)  0.46
H (-3.065, 1.829, -3.960)  0.36
H (0.751, -2.816, -6.640)  0.38
H (1.920, -7.765, -1.153)  0.37
H (-3.651, -2.472, 5.714)  0.33
H (-4.896, 2.777, -5.367)  0.36
H (-0.618, -2.375, 1.245)  0.34
H (6.932, -0.591, 3.025)  0.28

For the LUMO energy, the calculation gives 0.53 eV. For the energy, the calculation gives -2961.98927 hartree. The SMILES is CCOP(=O)(CCC[C@](O)(C#N)[C@@](N)(C#N)B(O)N(C)C)OCC.c1ccncc1.c1ccncc1.c1ccncc1.c1ccncc1.c1ccncc1.c1ccncc1.